(1)
Molecular formula: C9H16
Method: DFT, ωB97M-V/def2-TZVPD

Summary:
E_tot, eV: -9587.4573
Energy above the lowest of the compared OMol25 structures with the same formula, charge and spin, kJ/mol: 362.2
Net charge: 0
HOMO energy, eV: -7.6547

Last column: natural (NBO) charge in e.
Positions of all 25 atoms, in Å:
1 C -0.043 -0.289 0.167  0.011
2 C 1.939 0.181 -0.126  -0.399
3 C -0.357 0.272 1.536  -0.633
4 C -0.147 -1.793 0.043  -0.633
5 C 2.768 -0.610 0.859  -0.637
6 C -0.357 0.478 -0.947  0.111
7 C -2.313 0.214 -0.727  -0.239
8 C -0.089 1.243 -1.973  -0.447
9 C -3.127 1.199 -0.387  -0.452
10 H 2.210 -0.054 -1.153  0.189
11 H 1.989 1.253 0.058  0.190
12 H -2.692 -0.736 -1.096  0.181
13 H -0.262 1.355 1.553  0.221
14 H 0.321 -0.159 2.273  0.215
15 H -1.377 0.011 1.815  0.225
16 H -1.148 -2.119 0.327  0.218
17 H 0.561 -2.264 0.723  0.220
18 H 0.057 -2.124 -0.973  0.222
19 H 0.924 1.453 -2.283  0.211
20 H -0.898 1.660 -2.554  0.230
21 H 2.440 -0.466 1.890  0.199
22 H 2.744 -1.678 0.639  0.201
23 H 3.821 -0.306 0.820  0.211
24 H -2.752 2.145 -0.008  0.190
25 H -4.210 1.133 -0.477  0.195

Force components x, y, z for each atom (eV/Å):
6.53 0.10 0.58
-1.90 -1.27 1.45
0.00 -0.10 -0.27
-0.02 0.28 0.03
0.27 0.12 -0.09
-7.32 0.03 -0.27
2.26 1.04 -1.47
0.40 -0.04 -0.12
0.10 0.08 0.06
-0.28 -0.03 -0.04
-0.17 -0.01 -0.03
0.12 0.02 0.02
0.01 0.04 0.00
-0.01 -0.01 0.03
-0.09 0.00 0.04
-0.12 -0.06 0.00
-0.02 -0.04 0.03
0.02 -0.01 -0.02
0.14 0.12 0.04
0.05 -0.04 -0.03
-0.02 0.01 -0.01
-0.03 -0.02 0.01
-0.03 -0.04 0.03
0.05 0.05 -0.17
0.05 -0.21 0.22

(2)
Molecular formula: C9H16Br2Cl2FILiNO5V
Method: DFT, ωB97M-V/def2-TZVPD

Summary:
E_tot, eV: -223140.6324
Net charge: +1
HOMO energy, eV: -11.7144

Last column: natural (NBO) charge in e.
Positions of all 39 atoms, in Å:
1 C 3.790 2.171 -0.392  -0.444
2 C 2.631 1.865 -1.320  0.181
3 C 1.611 0.662 -0.764  -0.330
4 N 0.528 0.302 -1.757  -0.672
5 C -0.847 0.228 -1.130  0.329
6 F -1.736 -0.419 -2.167  -0.367
7 I -0.976 -1.069 0.644  0.131
8 C -1.536 1.689 -0.809  0.632
9 O -1.899 2.088 0.440  -0.811
10 O -1.849 2.642 -1.896  -0.689
11 H 3.644 2.759 0.631  0.302
12 H 4.881 1.768 -0.657  0.303
13 H 2.478 2.427 -2.343  0.287
14 H 1.229 1.036 0.277  0.293
15 H 2.299 -0.304 -0.622  0.302
16 H 0.546 0.934 -2.601  0.420
17 Br -3.375 0.035 6.230  0.038
18 C -3.844 -0.482 4.409  -0.464
19 C -4.185 -1.952 4.329  -0.456
20 Br -2.575 -3.053 4.370  -0.001
21 H -3.005 -0.195 3.768  0.181
22 H -4.715 0.129 4.156  0.234
23 H -4.664 -2.186 3.374  0.226
24 H -4.827 -2.295 5.146  0.251
25 Cl 3.365 -2.044 -4.173  -0.072
26 C 2.148 -3.345 -4.193  -0.389
27 C 0.867 -2.943 -3.480  -0.385
28 Cl 1.097 -2.784 -1.721  -0.078
29 H 2.597 -4.237 -3.744  0.232
30 H 1.936 -3.564 -5.244  0.236
31 H 0.101 -3.711 -3.630  0.237
32 H 0.475 -1.994 -3.859  0.230
33 Li -2.927 0.597 1.420  0.932
34 O -2.700 4.807 0.431  -0.957
35 H -2.966 5.624 -0.016  0.464
36 H -2.215 4.315 -0.248  0.491
37 O 6.379 1.014 2.065  -0.789
38 V 4.873 0.165 2.381  1.775
39 O 3.368 -0.683 2.697  -0.803

Force components x, y, z for each atom (eV/Å):
0.03 -1.11 -0.25
0.39 -1.16 2.63
0.73 0.99 -1.19
-0.69 1.10 1.60
-1.13 0.76 -2.83
2.41 1.57 2.56
0.27 0.28 -0.73
-3.56 6.79 -1.30
1.59 -3.72 -4.25
2.83 -6.27 5.61
0.09 -1.63 -2.03
-2.33 1.86 0.11
0.64 -1.54 1.73
0.68 -0.66 -1.58
-1.21 2.14 -0.18
-0.62 -0.81 1.32
0.07 -0.02 -0.34
-0.41 0.24 0.45
0.11 -0.25 -0.33
-0.09 0.12 -0.01
0.07 -0.20 0.13
0.05 -0.14 0.05
0.02 0.06 0.17
0.19 0.23 -0.18
0.06 0.11 0.09
-0.31 -0.31 0.01
-0.05 -0.03 -0.46
0.17 -0.25 0.07
-0.08 0.27 -0.02
-0.03 0.11 0.19
0.21 0.09 0.06
0.15 -0.14 0.16
0.42 1.05 -0.39
0.06 0.48 -0.32
0.05 -0.28 0.21
-0.24 -0.22 0.07
-3.97 -2.45 1.05
-0.66 0.85 -1.23
4.09 2.09 -0.63

(3)
Molecular formula: C9H16Cl8O3
Method: DFT, ωB97M-V/def2-TZVPD

Summary:
E_tot, eV: -115912.3765
Net charge: -2
HOMO energy, eV: 2.0781

Last column: natural (NBO) charge in e.
Positions of all 36 atoms, in Å:
1 C -0.028 -2.736 0.094  0.891
2 O -1.047 -2.745 0.831  -0.909
3 O 1.016 -2.170 0.429  -0.879
4 O 0.087 -3.687 -0.765  -0.930
5 Cl 0.549 -3.213 6.938  -0.084
6 C 1.065 -1.626 6.304  -0.388
7 C 2.570 -1.669 5.915  -0.376
8 Cl 3.600 -1.675 7.394  -0.104
9 H 0.781 -0.884 7.050  0.212
10 H 0.411 -1.472 5.446  0.253
11 H 2.773 -0.713 5.432  0.221
12 H 2.851 -2.451 5.209  0.249
13 Cl 1.583 2.773 -6.105  -0.100
14 C 1.255 1.912 -4.556  -0.384
15 C 2.398 2.257 -3.638  -0.414
16 Cl 3.875 1.366 -4.084  -0.063
17 H 1.169 0.828 -4.620  0.242
18 H 0.354 2.346 -4.122  0.219
19 H 2.218 1.999 -2.594  0.241
20 H 2.468 3.342 -3.713  0.206
21 Cl 0.430 4.464 4.298  -0.081
22 C 0.230 4.037 2.607  -0.435
23 C 0.518 5.148 1.626  -0.441
24 Cl 2.211 5.538 1.613  -0.052
25 H -0.817 3.736 2.648  0.230
26 H 0.755 3.086 2.521  0.246
27 H -0.053 6.019 1.949  0.212
28 H 0.212 4.906 0.608  0.228
29 Cl -5.317 -5.245 -4.975  -0.121
30 C -4.309 -4.188 -3.885  -0.366
31 C -3.736 -3.022 -4.638  -0.353
32 Cl -5.155 -2.020 -5.216  -0.128
33 H -3.584 -4.853 -3.417  0.256
34 H -4.973 -3.757 -3.135  0.226
35 H -3.138 -3.263 -5.517  0.221
36 H -3.227 -2.368 -3.930  0.255

Force components x, y, z for each atom (eV/Å):
-0.02 -4.27 0.98
-2.71 1.41 0.90
3.08 3.51 0.59
-0.45 -0.51 -2.53
-0.06 -0.22 0.32
0.39 -0.69 -0.51
-1.24 1.30 0.23
-0.07 -0.26 -0.29
0.57 -0.01 0.01
0.45 0.07 -0.28
0.13 -0.05 -0.04
-0.21 -0.18 0.46
-0.40 -0.54 -0.11
0.26 0.07 0.77
-0.32 0.16 0.41
0.13 0.41 -0.10
-0.17 0.18 -0.67
-0.09 -0.12 -0.24
-0.28 -0.16 -0.15
0.88 -0.07 0.14
0.56 0.78 1.03
-1.02 -1.36 0.13
-0.98 -0.33 0.45
1.03 0.40 -0.10
-0.13 0.25 -0.90
0.39 0.38 -0.67
0.15 0.11 -0.08
0.01 -0.27 0.14
0.24 0.15 0.29
-0.39 -0.24 -0.07
-0.54 0.42 -0.01
0.45 -0.02 -0.10
0.14 0.34 -0.10
-0.02 -0.43 0.05
-0.05 -0.01 0.26
0.29 -0.20 -0.17

(4)
Molecular formula: C9H16ClIIrN2O2P
Method: DFT, ωB97M-V/def2-TZVPD

Summary:
E_tot, eV: -49397.6991
2S+1: 5
Energy above the lowest of the compared OMol25 structures with the same formula, charge and spin, kJ/mol: 92.0
Net charge: +2
HOMO energy (alpha / beta), eV: -12.1928 / -15.5019

Last column: natural (NBO) charge in e.
Positions of all 33 atoms, in Å:
1 C -1.578 1.463 -2.502  -0.709
2 C -2.951 0.937 -2.885  0.351
3 H -1.513 2.539 -2.653  0.286
4 H -0.797 0.974 -3.084  0.272
5 H -1.462 1.288 -1.436  0.292
6 O -3.908 1.685 -3.022  -0.110
7 I -3.222 -1.018 -3.250  0.587
8 Ir 0.865 -0.056 1.125  0.858
9 P 1.775 -1.003 -0.583  1.140
10 C 0.515 -1.456 -1.816  -0.973
11 C 2.790 0.233 -1.453  -0.968
12 H 3.556 -2.471 0.115  0.279
13 H 2.896 -2.905 -1.502  0.264
14 H 1.969 -3.315 -0.008  0.268
15 C 2.645 -2.580 -0.475  -0.962
16 H 3.449 0.704 -0.705  0.275
17 H 3.380 -0.293 -2.215  0.269
18 H 1.018 -1.715 -2.754  0.258
19 H -0.172 -0.619 -1.983  0.214
20 H 2.119 0.967 -1.891  0.247
21 H -0.063 -2.322 -1.447  0.259
22 C -0.890 -0.025 0.502  0.101
23 O -2.052 -0.133 0.308  -0.514
24 Cl 2.957 -0.589 2.054  -0.220
25 N -2.099 0.713 3.822  -0.469
26 C -1.565 1.997 3.786  -0.058
27 C -0.313 1.869 3.267  -0.056
28 N -0.152 0.559 2.846  -0.618
29 C -1.201 -0.156 3.310  0.223
30 H -3.023 0.452 4.147  0.455
31 H -2.095 2.886 4.042  0.261
32 H 0.467 2.609 3.134  0.253
33 H -1.347 -1.218 3.207  0.245

Force components x, y, z for each atom (eV/Å):
-0.36 0.56 -0.36
0.37 3.03 0.19
-0.23 0.04 -0.13
-0.25 -0.15 0.01
0.07 -0.25 0.23
0.90 -1.56 0.14
-0.73 -1.34 -0.32
2.58 -0.08 4.33
0.39 -1.22 -3.64
-0.20 -0.11 -0.13
0.42 -0.63 0.62
-0.10 -0.19 -0.07
-0.10 0.12 0.49
0.32 0.22 -0.13
0.22 -0.03 0.03
-0.11 -0.07 -0.50
-0.07 0.37 0.08
-0.21 -0.04 0.09
0.29 -0.33 0.05
0.10 0.11 -0.09
0.25 0.32 -0.20
-3.30 0.06 -1.74
1.03 -0.13 0.07
-0.76 0.55 -0.17
0.45 -0.26 -0.09
0.58 -0.70 -0.15
-0.71 -0.03 -0.45
-0.29 -0.42 1.90
-0.15 1.96 -0.48
0.25 0.13 0.12
-0.29 0.12 0.48
-0.28 -0.11 -0.15
-0.07 0.03 -0.03

(5)
Molecular formula: C9H16I2N5OPd
Method: DFT, ωB97M-V/def2-TZVPD

Summary:
E_tot, eV: -38764.7301
2S+1: 3
Energy above the lowest of the compared OMol25 structures with the same formula, charge and spin, kJ/mol: 0.0
Net charge: +1
HOMO energy (alpha / beta), eV: -10.9587 / -10.9286

Last column: natural (NBO) charge in e.
Positions of all 34 atoms, in Å:
1 Pd -0.448 -0.845 0.291  1.002
2 N -1.418 1.127 0.417  -0.827
3 C -2.847 0.890 0.715  -0.236
4 C -3.367 -0.324 -0.045  -0.413
5 C -3.288 -0.208 -1.579  -0.430
6 C -2.288 -1.142 -2.246  -0.221
7 N -0.886 -0.809 -1.887  -0.846
8 H -0.953 1.671 1.142  0.438
9 H -1.297 1.657 -0.439  0.386
10 H -3.438 1.774 0.468  0.211
11 H -2.934 0.720 1.787  0.227
12 H -4.397 -0.495 0.267  0.252
13 H -2.830 -1.228 0.297  0.183
14 H -3.067 0.824 -1.874  0.203
15 H -4.264 -0.426 -2.011  0.248
16 H -2.411 -1.104 -3.330  0.213
17 H -2.469 -2.172 -1.931  0.205
18 H -0.645 0.103 -2.267  0.390
19 H -0.257 -1.470 -2.334  0.399
20 I 2.346 -0.589 0.079  0.399
21 C 2.498 -2.668 -0.339  -0.732
22 I 0.614 -3.620 -0.093  0.256
23 H 3.186 -3.102 0.377  0.251
24 H 2.831 -2.815 -1.358  0.243
25 N 0.158 -1.932 4.414  -0.785
26 C 0.220 -1.033 3.414  0.674
27 O -0.401 -1.344 2.338  -0.796
28 C 0.954 0.158 3.617  -0.558
29 C 1.610 0.373 4.856  0.265
30 N 2.162 0.505 5.859  -0.312
31 C 1.061 1.104 2.593  0.357
32 N 1.114 1.872 1.726  -0.482
33 H -0.466 -2.713 4.311  0.411
34 H 0.523 -1.713 5.327  0.424

Force components x, y, z for each atom (eV/Å):
0.12 -0.08 0.03
0.09 0.07 0.08
0.00 0.00 0.01
0.01 -0.02 -0.01
0.01 0.00 0.01
-0.01 0.01 0.02
0.04 0.01 0.02
0.06 -0.01 0.00
-0.02 -0.01 -0.01
-0.01 0.00 0.00
0.01 -0.01 0.00
0.00 0.01 -0.01
-0.01 0.00 0.00
-0.01 0.00 0.00
0.00 -0.01 -0.01
0.00 0.00 0.00
0.00 0.00 0.00
0.00 -0.01 -0.01
-0.02 0.00 -0.02
-0.14 0.09 0.02
0.04 0.01 -0.02
0.00 -0.04 -0.01
0.01 0.00 -0.01
0.00 0.00 0.01
-0.04 0.04 0.01
-0.02 -0.02 0.04
-0.12 0.07 -0.03
0.00 -0.16 -0.01
0.19 0.10 -0.12
-0.10 -0.05 0.07
-0.14 0.16 0.12
0.02 -0.12 -0.15
0.02 -0.01 -0.01
0.01 -0.01 -0.01

(6)
Molecular formula: C9H16N2
Method: DFT, ωB97M-V/def2-TZVPD

Summary:
E_tot, eV: -12567.1876
Energy above the lowest of the compared OMol25 structures with the same formula, charge and spin, kJ/mol: 543.8
Net charge: 0
HOMO energy, eV: -7.8314

Last column: natural (NBO) charge in e.
Positions of all 27 atoms, in Å:
1 C -1.236 0.224 1.153  -0.382
2 C 0.052 -0.422 0.525  -0.446
3 C -2.196 0.905 0.153  -0.056
4 C -0.219 -1.422 -0.485  0.122
5 C 0.614 0.644 -0.460  0.224
6 C -3.279 -0.041 -0.375  -0.619
7 C 0.762 -2.495 -0.678  -0.772
8 C 2.482 1.566 0.858  -0.608
9 C 2.120 0.741 -0.352  -0.446
10 N -1.426 1.570 -0.870  -0.422
11 N -0.111 1.442 -1.142  -0.189
12 H -1.652 -0.448 1.854  0.217
13 H -0.997 1.160 1.803  0.201
14 H 0.880 -0.681 1.289  0.193
15 H -2.637 1.657 0.858  0.196
16 H -2.927 -0.916 -0.934  0.243
17 H -3.986 0.498 -0.945  0.201
18 H -3.673 -0.497 0.582  0.200
19 H 1.108 -2.705 -1.719  0.254
20 H 0.083 -3.368 -0.305  0.279
21 H 1.717 -2.617 -0.038  0.166
22 H 3.252 2.310 0.767  0.220
23 H 2.773 0.947 1.676  0.207
24 H 1.519 2.101 1.142  0.210
25 H 2.411 -0.279 -0.255  0.202
26 H 2.506 1.063 -1.275  0.224
27 H -1.899 2.173 -1.467  0.377

Force components x, y, z for each atom (eV/Å):
1.91 2.50 0.38
-0.29 0.97 1.38
0.30 -1.35 0.81
0.03 0.15 -0.82
0.33 -1.02 0.35
0.80 -1.13 1.97
0.88 -1.70 1.03
-1.78 0.99 0.54
-1.30 -0.43 -0.59
0.80 -1.11 0.50
-0.14 0.56 0.82
-1.10 -0.85 0.38
0.63 -1.78 -0.75
-1.23 0.46 -0.76
-0.29 -0.22 -1.17
0.41 0.58 -0.06
-1.17 0.43 -0.44
-0.41 0.60 -1.11
-0.93 0.07 0.62
1.00 1.02 -0.88
-1.13 0.71 -0.43
0.35 0.29 -0.54
0.08 -0.49 0.72
1.35 -0.34 0.06
0.79 -0.79 0.20
0.69 0.85 -1.14
-0.58 1.05 -1.07

(7)
Molecular formula: C9H16N3O
Method: DFT, ωB97M-V/def2-TZVPD

Summary:
E_tot, eV: -16105.0733
Energy above the lowest of the compared OMol25 structures with the same formula, charge and spin, kJ/mol: 13.3
Net charge: +1
HOMO energy, eV: -11.6556

Last column: natural (NBO) charge in e.
Positions of all 29 atoms, in Å:
1 C -2.247 -1.192 -0.668  -0.428
2 C -1.898 0.196 1.306  0.684
3 N -2.157 0.116 0.004  -0.545
4 N -2.098 -0.846 2.114  -0.753
5 N -1.614 1.374 1.841  -0.754
6 H -1.772 0.839 -0.585  0.424
7 H -2.056 -1.769 1.712  0.424
8 H -1.807 -0.734 3.071  0.423
9 H -1.459 2.208 1.293  0.425
10 H -1.410 1.557 2.809  0.427
11 H -1.509 -1.910 -0.301  0.204
12 H -2.116 -1.045 -1.725  0.245
13 H -3.211 -1.619 -0.470  0.221
14 C 1.137 0.846 -2.981  -0.641
15 C 1.290 1.380 -0.524  -0.206
16 C 1.276 0.442 -1.556  -0.056
17 C 1.610 1.044 0.782  -0.284
18 C 1.484 -0.883 -1.164  -0.190
19 C 1.985 -0.262 1.075  0.292
20 C 1.878 -1.256 0.116  -0.286
21 O 2.244 -0.532 2.396  -0.694
22 H 1.114 2.423 -0.786  0.214
23 H 1.728 1.808 1.534  0.232
24 H 1.061 0.023 -3.698  0.228
25 H 2.007 1.410 -3.307  0.240
26 H 1.289 -1.641 -1.906  0.215
27 H 2.001 -2.314 0.299  0.231
28 H 2.993 -1.132 2.505  0.494
29 H 0.260 1.468 -3.184  0.215

Force components x, y, z for each atom (eV/Å):
0.00 0.06 0.68
-0.66 0.54 0.14
0.81 -0.79 -0.47
0.39 -0.02 -0.20
0.41 1.27 0.19
-0.01 0.21 0.21
-0.10 -0.07 0.21
-0.05 -0.27 0.06
-0.16 -0.39 -0.38
-0.09 -0.66 0.15
0.28 0.26 -0.16
0.03 0.01 -0.29
-0.64 -0.17 -0.12
-0.44 0.07 -0.89
0.05 0.52 -0.38
0.00 -0.45 0.93
0.49 -0.08 -0.51
-0.07 0.12 -0.50
-0.56 -0.16 0.71
-0.55 0.22 -0.67
0.33 -0.01 0.17
0.04 -0.07 0.15
-0.14 0.01 0.18
0.03 -0.21 0.39
0.11 0.18 0.09
0.36 -0.30 -0.14
0.22 0.07 0.40
-0.17 -0.02 -0.15
0.07 0.12 0.21

(8)
Molecular formula: C9H16N3O
Method: DFT, ωB97M-V/def2-TZVPD

Summary:
E_tot, eV: -16104.7074
Energy above the lowest of the compared OMol25 structures with the same formula, charge and spin, kJ/mol: 48.6
Net charge: +1
HOMO energy, eV: -11.7925

Last column: natural (NBO) charge in e.
Positions of all 29 atoms, in Å:
1 C -1.819 2.452 -0.154  -0.623
2 C -1.161 1.296 0.571  -0.048
3 C 0.124 1.476 1.104  -0.199
4 C -1.784 0.074 0.757  -0.229
5 C 0.728 0.472 1.860  -0.289
6 C -1.177 -0.990 1.423  -0.287
7 C 0.059 -0.754 2.009  0.287
8 O 0.650 -1.787 2.683  -0.673
9 H -2.773 2.158 -0.582  0.223
10 H -1.149 2.629 -1.001  0.206
11 H 0.592 2.449 1.191  0.225
12 H -2.816 -0.035 0.438  0.226
13 H 1.546 0.679 2.539  0.223
14 H -1.678 -1.925 1.615  0.242
15 H 1.322 -1.442 3.246  0.484
16 H -1.856 3.323 0.493  0.239
17 C 0.288 0.940 -3.072  -0.440
18 C 0.912 -0.765 -1.456  0.701
19 N 1.181 0.344 -2.116  -0.518
20 N -0.215 -1.446 -1.742  -0.807
21 N 1.850 -1.274 -0.654  -0.771
22 H 1.967 0.899 -1.828  0.426
23 H -1.089 -1.031 -1.450  0.431
24 H -0.234 -2.450 -1.642  0.424
25 H 2.807 -1.224 -0.931  0.420
26 H 1.613 -1.881 0.105  0.435
27 H -0.756 0.864 -2.759  0.216
28 H 0.270 0.411 -4.031  0.231
29 H 0.470 1.988 -3.277  0.244

Force components x, y, z for each atom (eV/Å):
0.88 -0.98 -0.31
0.29 0.32 -0.07
0.04 -0.41 1.29
-0.41 -0.22 -0.09
-1.31 -0.15 0.22
0.42 0.70 0.37
0.45 -0.11 -0.38
-0.93 -0.42 -0.64
-0.24 0.25 0.28
-0.22 0.60 0.00
-0.10 0.18 -0.56
0.07 -0.05 -0.13
0.41 0.05 -0.43
-0.11 -0.12 -0.07
0.93 0.31 0.78
-0.27 0.16 -0.19
-1.55 -0.35 -1.20
0.70 -0.42 -0.49
-0.11 0.46 0.31
-0.77 -0.06 0.35
0.03 -0.19 -0.42
0.13 -0.01 0.29
-0.12 0.30 -0.36
0.38 0.07 0.40
0.52 0.28 0.16
-0.23 -0.38 0.12
0.16 0.18 0.36
0.48 -0.02 0.11
0.49 0.02 0.32